DFT (ωB97M-V with the def2-TZVPD basis set) results for a molecular structure, C37H37BaN3P2 in a non-equilibrium geometry.

The energy above the lowest of the compared OMol25 structures with the same formula, charge and spin comes out at 0.0 kJ/mol. The HOMO energy comes out at -0.260 hartree. The calculation puts the total energy at -62707.138 eV. The lowest unoccupied orbital energy is -0.875 eV. The calculation puts the HOMO-LUMO gap at 6.21 eV.

Last column: Löwdin charge in e.
CARTESIAN COORDINATES (ANGSTROEM)
Ba (-0.4700, -0.2813, -1.0921)  1.661
C (-0.1586, 2.4548, 0.5953)  -0.185
C (0.8280, 2.4474, -0.3195)  -0.228
C (2.3089, 2.3954, -0.0399)  -0.192
C (2.9315, 0.9737, 0.0430)  -0.188
C (2.1324, -0.0349, 0.8126)  -0.203
C (1.3649, 0.2109, 1.8807)  -0.114
C (1.2194, 1.5327, 2.5824)  -0.176
C (0.0113, 2.3713, 2.0844)  -0.167
C (-0.1580, -2.6692, -0.0202)  -0.470
H (-1.1857, 2.6706, 0.2623)  0.108
H (0.5580, 2.6233, -1.3782)  0.091
H (2.5941, 2.9863, 0.8467)  0.111
H (2.7972, 2.9110, -0.8881)  0.112
H (3.0682, 0.6018, -0.9879)  0.088
H (3.9637, 1.0536, 0.4331)  0.128
H (2.2377, -1.0740, 0.4656)  0.094
H (0.7653, -0.6168, 2.2956)  0.120
H (2.1304, 2.1476, 2.5530)  0.104
H (1.0517, 1.3392, 3.6559)  0.120
H (-0.9105, 1.9460, 2.5172)  0.109
H (0.0749, 3.3923, 2.5040)  0.129
H (-1.2298, -2.8807, 0.1550)  -0.076
H (0.3876, -2.9123, 0.9029)  -0.069
H (0.1983, -3.3132, -0.8393)  -0.088
P (6.6722, -1.0225, -7.0331)  1.011
P (7.9017, -3.5666, -4.9056)  1.004
C (8.1343, -0.9390, -5.9634)  -0.332
C (8.5246, -1.8753, -5.0549)  -0.351
C (7.2091, -0.0835, -8.5199)  -0.409
C (8.2042, 0.9024, -8.4831)  -0.102
C (8.5607, 1.5871, -9.6500)  -0.083
C (7.9235, 1.2979, -10.8595)  -0.087
C (6.9274, 0.3133, -10.9028)  -0.087
C (6.5785, -0.3851, -9.7472)  -0.108
C (5.5601, 0.1984, -6.2018)  -0.363
C (5.0320, -0.1874, -4.9529)  -0.105
C (4.2111, 0.6863, -4.2401)  -0.094
C (3.9098, 1.9518, -4.7621)  -0.098
C (4.4193, 2.3298, -6.0092)  -0.085
C (5.2207, 1.4478, -6.7411)  -0.082
C (9.5112, -4.4834, -5.0985)  -0.365
C (10.0775, -4.4808, -6.3891)  -0.113
C (11.3022, -5.1057, -6.6226)  -0.091
C (11.9761, -5.7479, -5.5756)  -0.093
C (11.4116, -5.7665, -4.2968)  -0.087
C (10.1729, -5.1579, -4.0612)  -0.085
C (7.6340, -3.7190, -3.0978)  -0.418
C (6.7137, -4.6962, -2.6625)  -0.109
C (6.4845, -4.8765, -1.2995)  -0.087
C (7.1542, -4.0797, -0.3612)  -0.087
C (8.0609, -3.1075, -0.7928)  -0.084
C (8.2922, -2.9154, -2.1594)  -0.101
H (8.7144, -0.0098, -6.0219)  0.056
H (9.3757, -1.6400, -4.3990)  0.068
H (8.7041, 1.1483, -7.5492)  0.087
H (9.3403, 2.3489, -9.6054)  0.104
H (8.2039, 1.8356, -11.7668)  0.103
H (6.4243, 0.0900, -11.8447)  0.103
H (5.8145, -1.1640, -9.7799)  0.098
H (5.2771, -1.1713, -4.5465)  0.097
H (3.8051, 0.3789, -3.2740)  0.082
H (3.2746, 2.6379, -4.1982)  0.094
H (4.1922, 3.3155, -6.4185)  0.104
H (5.5888, 1.7416, -7.7256)  0.100
H (9.5551, -3.9742, -7.2031)  0.099
H (11.7331, -5.0917, -7.6243)  0.102
H (12.9349, -6.2347, -5.7599)  0.101
H (11.9341, -6.2580, -3.4748)  0.103
H (9.7332, -5.1997, -3.0631)  0.098
H (6.1914, -5.3072, -3.4011)  0.099
H (5.7806, -5.6399, -0.9654)  0.104
H (6.9660, -4.2157, 0.7050)  0.103
H (8.5934, -2.4893, -0.0689)  0.103
H (8.9864, -2.1441, -2.4864)  0.089
N (-2.3226, -0.0378, 0.6392)  -0.154
C (-3.2006, 0.2757, 1.3739)  -0.394
N (-4.2309, 0.7019, 1.9732)  0.064
C (-4.6486, 0.7070, 3.2010)  -0.418
N (-5.1449, 0.7798, 4.2675)  0.070